Entry 1:
Below is a structure of composition C39H44BrInN4O10S5, with properties calculated with ωB97M-V/def2-TZVPD.

```
104
Properties=species:S:1:pos:R:3:forces:R:3:mulliken_charge:R:1
In 0.972 0.745 -1.261 0.115 0.452 -0.514 0.59
C -1.752 -1.304 -1.942 -0.095 -0.133 0.039 -1.05
C -1.134 -0.973 -3.294 -0.071 0.018 -0.071 -0.67
S 0.676 -1.048 -3.243 -0.023 -0.124 -0.058 0.04
C 1.203 0.102 -4.544 0.009 0.079 0.027 -0.61
C 0.387 1.386 -4.631 0.026 -0.101 0.012 -0.76
S 0.234 2.315 -3.078 -0.129 0.079 -0.035 -0.24
C -2.263 2.468 -0.277 -0.007 0.024 -0.081 -0.68
C -2.530 1.258 -1.157 -0.193 -0.020 0.115 -0.71
S -1.482 -0.115 -0.602 0.010 0.027 -0.105 0.18
H -2.832 -1.397 -2.064 0.007 -0.013 0.003 0.67
H -1.392 -2.260 -1.557 0.028 0.053 0.003 0.36
H -1.489 -1.694 -4.031 -0.001 0.002 -0.006 0.56
H -1.441 0.023 -3.605 0.065 0.040 -0.022 0.14
H 2.238 0.311 -4.264 0.005 0.017 -0.024 0.16
H 1.197 -0.427 -5.497 -0.023 -0.036 0.025 0.62
H 0.876 2.027 -5.365 0.060 0.019 0.059 0.47
H -0.601 1.170 -5.042 -0.004 0.000 0.008 0.44
H -2.918 3.292 -0.558 0.016 -0.009 -0.017 0.38
H -1.233 2.808 -0.370 0.014 -0.019 -0.045 0.30
H -3.572 0.936 -1.068 0.042 -0.031 -0.005 0.56
H -2.306 1.504 -2.194 0.086 0.066 0.017 0.50
C 0.502 0.910 2.625 -0.070 0.058 0.155 -1.12
O 0.671 -0.058 1.591 -0.004 -0.130 -0.032 0.91
C 1.140 -1.279 1.925 0.033 -0.028 0.134 -0.11
C 1.404 -1.733 3.207 -0.038 0.054 -0.028 -0.85
C 1.913 -3.017 3.377 0.001 0.021 -0.014 -0.44
Br 2.248 -3.628 5.137 0.001 -0.003 0.003 -0.21
C 2.191 -3.841 2.311 0.014 0.049 -0.001 -0.85
C 1.945 -3.377 1.017 -0.090 0.082 -0.010 0.59
C 1.388 -2.121 0.844 0.017 -0.147 0.088 0.42
O 1.029 -1.622 -0.392 0.175 -0.143 -0.105 0.84
C 2.265 -4.233 -0.138 0.062 0.054 -0.038 0.26
N 1.986 -5.500 -0.227 -0.062 0.003 -0.026 -0.78
C 2.437 -5.881 -1.485 0.018 0.021 0.010 0.17
C 2.393 -7.125 -2.110 0.004 0.001 -0.010 -0.83
C 2.926 -7.225 -3.380 -0.002 -0.005 0.005 -0.44
C 3.495 -6.116 -4.027 0.005 0.006 -0.009 -0.57
C 3.541 -4.874 -3.424 0.000 -0.013 0.001 -0.78
C 2.997 -4.783 -2.148 0.005 -0.010 0.011 0.61
N 2.866 -3.721 -1.273 0.067 0.160 -0.012 0.21
H -0.262 0.584 3.333 0.009 -0.052 0.034 0.41
H 0.181 1.816 2.123 0.032 -0.070 0.141 0.14
H 1.452 1.083 3.135 -0.009 0.009 0.019 0.37
H 1.225 -1.106 4.066 -0.009 0.031 0.011 0.59
H 2.599 -4.831 2.450 -0.002 -0.001 -0.001 0.59
H 1.431 -2.179 -1.081 0.026 -0.006 -0.020 -0.26
H 1.958 -7.978 -1.607 -0.002 -0.004 0.004 0.45
H 2.912 -8.179 -3.892 -0.001 -0.002 -0.001 0.38
H 3.907 -6.239 -5.020 -0.002 -0.001 0.000 0.39
H 3.980 -4.015 -3.916 0.002 0.000 -0.006 0.48
H 3.390 -2.847 -1.353 -0.168 -0.053 0.053 -0.09
C 9.770 1.474 -0.674 0.016 0.008 -0.003 -1.49
C 8.313 1.113 -0.734 -0.007 -0.001 -0.014 1.11
C 7.639 0.667 0.396 -0.001 0.000 0.025 -0.87
C 6.297 0.316 0.340 0.018 -0.021 0.011 -0.27
C 5.627 0.413 -0.866 -0.027 0.071 -0.236 -0.34
C 6.277 0.862 -2.011 -0.017 0.010 0.008 -0.73
C 7.613 1.208 -1.939 -0.015 -0.013 0.022 -0.81
S 3.920 -0.021 -0.964 0.068 -0.141 0.150 1.53
O 3.550 -0.515 0.349 0.256 0.081 0.000 -0.73
O 3.737 -0.982 -2.050 -0.076 -0.019 0.023 -0.91
N 3.119 1.294 -1.383 -0.248 -0.521 0.411 -0.03
C 3.309 2.423 -0.453 0.103 0.130 -0.010 -0.18
C 2.064 2.937 0.291 -0.043 -0.088 -0.165 0.18
O 2.180 3.919 0.988 0.015 0.043 0.095 -0.71
O 0.944 2.280 0.131 0.060 0.159 -0.096 -0.58
H 10.104 1.605 0.354 -0.003 -0.001 0.001 0.35
H 9.969 2.397 -1.219 0.000 0.000 0.000 0.37
H 10.379 0.688 -1.126 0.000 -0.001 -0.001 0.30
H 8.168 0.596 1.338 0.003 0.001 0.003 0.33
H 5.769 -0.031 1.217 -0.004 -0.005 0.009 0.51
H 5.732 0.940 -2.943 0.001 0.000 -0.005 0.48
H 8.124 1.562 -2.826 0.002 -0.001 -0.003 0.38
H 3.708 3.273 -1.006 -0.028 0.013 0.007 0.32
H 4.032 2.189 0.332 -0.007 0.036 0.006 0.28
C -8.828 -1.051 2.882 -0.004 -0.013 0.001 -1.41
C -8.290 0.341 3.061 0.012 0.014 0.001 0.95
C -7.269 0.603 3.971 -0.012 0.003 -0.013 -0.81
C -6.766 1.884 4.131 0.015 -0.010 0.013 -0.43
C -7.287 2.918 3.367 0.000 0.019 0.009 -0.10
C -8.309 2.684 2.459 -0.014 0.013 -0.020 -0.18
C -8.804 1.398 2.313 0.003 -0.005 0.001 -0.56
S -6.589 4.537 3.512 0.030 -0.013 -0.004 1.25
O -6.345 4.797 4.897 -0.011 -0.009 -0.007 -0.71
O -7.381 5.408 2.695 -0.012 -0.006 0.007 -0.70
N -5.105 4.458 2.820 -0.019 0.022 0.024 -0.24
C -4.974 4.192 1.398 -0.034 -0.014 -0.019 -1.07
C -4.812 2.699 1.050 -0.007 -0.008 -0.032 0.61
C -3.588 2.150 1.744 -0.073 -0.023 0.102 0.18
O -3.619 1.799 2.895 -0.012 0.024 -0.033 -0.59
O -2.404 2.128 1.105 0.106 -0.008 -0.005 -0.32
H -8.441 -1.726 3.644 0.001 -0.001 0.001 0.36
H -8.550 -1.452 1.906 -0.001 0.001 -0.003 0.29
H -9.917 -1.059 2.940 -0.002 0.001 -0.001 0.37
H -6.862 -0.206 4.565 0.002 -0.004 0.004 0.32
H -5.971 2.077 4.839 0.005 0.009 0.005 0.39
H -8.710 3.508 1.885 0.002 0.007 0.003 0.48
H -9.609 1.213 1.611 -0.005 -0.003 -0.004 0.39
H -4.430 4.004 3.424 0.008 -0.008 0.019 0.37
H -4.122 4.762 1.020 0.008 -0.009 0.007 0.33
H -5.864 4.588 0.909 0.011 -0.004 -0.014 0.36
H -4.778 2.585 -0.033 -0.022 0.018 0.031 0.38
H -5.666 2.138 1.426 0.006 -0.004 0.010 -0.12
```
Forces are in eV/Å.

The energy above the lowest of the compared OMol25 structures with the same formula, charge and spin comes out at 75.3 kJ/mol. The calculation puts the largest force on an atom at 0.71 eV/A. The value obtained for the HOMO-LUMO gap is 8.2772 eV.

***

Entry 2:
Below is a structure of composition C39H44Cl2N3OP3Pb in a non-equilibrium geometry, with properties calculated with ωB97M-V/def2-TZVPD.

```
93
Properties=species:S:1:pos:R:3:forces:R:3:mulliken_charge:R:1
P 1.539 0.947 -3.782 0.182 0.262 -0.196 0.35
C 3.221 1.121 -4.488 0.421 -0.052 0.111 0.05
C 3.667 0.463 -5.644 0.135 0.343 0.162 0.04
H 3.021 -0.246 -6.160 0.123 0.241 0.079 0.34
C 4.948 0.725 -6.143 0.021 0.012 0.157 -0.63
H 5.278 0.233 -7.060 -0.068 0.129 0.285 0.40
C 5.802 1.608 -5.476 -0.266 -0.009 0.087 -0.51
H 6.801 1.810 -5.869 -0.344 -0.071 0.129 0.38
C 5.374 2.230 -4.296 0.028 -0.054 -0.068 -0.61
H 6.040 2.913 -3.765 -0.172 -0.215 -0.161 0.39
C 4.098 1.980 -3.794 -0.105 -0.314 -0.485 -0.23
H 3.765 2.451 -2.868 0.099 -0.022 -0.234 0.33
C 0.855 -0.446 -4.755 -0.186 -0.246 0.013 0.42
C 1.162 -1.743 -4.298 -0.271 0.262 -0.338 -0.53
H 1.732 -1.863 -3.375 -0.022 0.008 -0.228 0.49
C 0.753 -2.857 -5.027 -0.087 -0.027 -0.017 -0.55
H 1.018 -3.857 -4.680 -0.077 0.241 -0.133 0.42
C 0.008 -2.696 -6.201 0.058 0.143 0.090 -0.59
H -0.307 -3.571 -6.774 0.116 0.300 0.178 0.41
C -0.333 -1.412 -6.634 -0.026 -0.054 0.115 -0.61
H -0.919 -1.279 -7.545 0.165 -0.065 0.264 0.42
C 0.075 -0.288 -5.910 0.139 -0.322 0.084 -0.31
H -0.207 0.708 -6.250 0.148 -0.232 0.055 0.37
C 0.672 2.391 -4.507 -0.208 0.272 0.128 0.00
C 1.199 3.190 -5.532 -0.394 -0.044 0.092 -0.26
H 2.205 3.009 -5.910 -0.281 -0.031 0.059 0.33
C 0.430 4.224 -6.077 -0.072 -0.018 0.176 -0.62
H 0.841 4.827 -6.889 -0.132 -0.146 0.253 0.41
C -0.853 4.484 -5.589 0.120 -0.236 0.065 -0.56
H -1.453 5.288 -6.022 0.204 -0.279 0.153 0.38
C -1.364 3.716 -4.536 0.006 0.024 0.004 -0.58
H -2.364 3.919 -4.148 0.301 0.007 -0.094 0.39
C -0.600 2.692 -3.976 0.401 0.160 -0.602 -0.04
H -0.977 2.122 -3.123 0.036 0.135 -0.202 0.23
Pb 0.232 -0.293 2.355 -0.233 0.355 1.066 0.94
C -1.619 -1.569 1.522 -0.648 -0.537 -0.576 -1.02
C -1.996 -1.749 0.264 -0.115 0.514 0.740 0.37
H -2.173 -2.027 2.342 0.301 0.407 0.141 0.27
C -1.255 -1.236 -0.952 0.088 0.884 -0.738 1.23
O -2.164 -0.324 -1.605 0.287 -0.461 0.075 -0.52
H -1.711 0.154 -2.319 0.046 -0.274 0.097 0.25
C 0.025 -0.522 -0.695 1.393 0.389 0.464 -1.19
H -1.053 -2.106 -1.601 0.172 0.331 0.007 0.17
C 1.072 0.108 -0.623 -1.473 -0.817 -0.391 -0.39
Cl -0.242 -2.126 4.242 0.410 0.389 -0.419 -0.42
Cl 2.889 -0.296 2.638 -0.628 -0.166 -0.226 -0.44
P 1.856 -2.964 2.134 1.984 -2.534 0.526 0.55
C 2.752 -3.537 3.642 -0.376 0.829 0.193 -1.07
H 2.002 -3.650 4.438 0.328 -0.051 -0.235 0.37
H 3.464 -2.758 3.948 -0.135 -0.373 -0.086 0.37
H 3.260 -4.494 3.451 -0.200 0.355 -0.176 0.40
C 0.844 -4.439 1.757 -0.969 0.677 -0.044 -1.06
H 0.321 -4.255 0.809 0.123 -0.283 0.133 0.24
H 0.096 -4.553 2.549 0.211 -0.156 -0.159 0.33
H 1.497 -5.320 1.681 -0.107 0.341 0.033 0.48
C 3.088 -3.083 0.775 -0.346 1.009 -0.181 -0.90
H 3.858 -2.314 0.919 -0.131 -0.392 -0.069 0.39
H 2.552 -2.855 -0.159 0.304 -0.165 0.141 0.17
H 3.515 -4.098 0.732 -0.232 0.328 0.165 0.44
P -3.659 -2.478 -0.035 1.075 0.384 -0.048 1.39
C -4.186 -3.373 1.420 -0.049 -0.239 0.210 -1.29
C -3.383 -3.579 -1.417 -0.368 -0.229 -0.203 -1.28
H -4.263 -2.690 2.274 -0.047 -0.140 -0.197 0.47
H -3.475 -4.173 1.660 -0.127 0.178 -0.070 0.41
H -5.171 -3.822 1.241 0.183 0.134 -0.019 0.41
H -2.951 -3.017 -2.253 -0.204 -0.099 0.131 0.34
H -4.330 -4.035 -1.730 0.209 0.036 -0.041 0.47
H -2.685 -4.367 -1.109 -0.179 0.167 -0.042 0.41
C -4.784 -1.131 -0.375 -0.213 0.096 -0.176 -1.21
H -4.920 -0.532 0.534 0.052 -0.198 -0.149 0.41
H -5.755 -1.515 -0.708 0.152 0.046 0.071 0.44
H -4.331 -0.501 -1.148 -0.191 -0.179 0.148 0.34
H 1.985 0.692 -0.677 -0.502 -0.380 0.182 0.56
N -3.240 3.390 12.039 0.780 0.251 -2.573 -0.43
C -2.899 3.491 10.924 -0.728 -0.015 2.005 -0.09
C -2.453 3.555 9.544 -0.086 0.025 -0.008 0.41
C -3.156 2.855 8.553 -0.084 0.088 -0.281 -0.78
C -2.612 2.728 7.275 0.038 0.038 0.507 -0.39
C -1.318 3.211 7.035 -0.636 0.149 1.512 1.09
C -0.717 4.093 7.942 -0.493 -0.165 0.046 -0.46
C -1.310 4.283 9.195 0.121 -0.089 -0.253 -0.60
N -0.581 2.642 5.993 0.745 -1.407 -1.933 0.24
C 0.810 2.448 5.950 -0.933 -0.085 -0.731 -0.46
C 1.072 1.751 4.807 -0.933 0.386 0.427 -0.51
N -0.128 1.471 4.163 -0.267 -0.416 0.363 -0.15
C -1.116 1.944 4.924 1.402 0.879 0.394 -0.47
H -4.123 2.402 8.795 0.447 0.163 -0.123 0.42
H -3.163 2.210 6.488 0.173 -0.057 0.521 0.14
H 0.189 4.629 7.668 -0.064 -0.219 0.158 0.50
H -0.876 4.976 9.913 0.032 -0.287 -0.138 0.46
H 1.470 2.727 6.742 0.033 0.341 0.190 0.44
H 2.014 1.401 4.431 0.079 0.043 -0.019 0.48
H -2.190 1.830 4.799 0.536 0.101 -0.324 0.35
```
Forces are in eV/Å.

The energy above the lowest of the compared OMol25 structures with the same formula, charge and spin comes out at 132.0 kJ/mol. As for the total charge: +2. The calculation puts the largest force on an atom at 3.26 eV/A. The value obtained for the HOMO-LUMO gap (alpha / beta) is 3.7954 / 3.3495 eV.

***

Entry 3:
Below is a structure of composition C39H44HfN6P2S2, with properties calculated with ωB97M-V/def2-TZVPD.

```
94
Properties=species:S:1:pos:R:3:forces:R:3:mulliken_charge:R:1
Hf 1.583 -0.716 -0.509 0.246 -0.264 -0.051 0.10
C -5.548 0.631 3.490 0.002 0.010 -0.029 -0.84
S -5.531 1.269 1.800 -0.013 -0.015 0.009 -0.06
C -5.315 -0.268 0.854 -0.003 0.022 0.014 -1.22
C -3.895 -0.488 0.342 0.005 -0.008 -0.006 0.32
C -2.885 -0.582 1.474 -0.010 0.022 -0.019 -0.93
N -1.491 -0.729 1.012 0.010 -0.053 0.009 0.30
P -0.631 -2.210 0.878 -0.064 0.056 -0.124 0.71
C -1.843 -3.505 1.195 0.043 -0.026 0.075 0.17
C -1.885 -4.020 2.492 0.002 0.002 -0.010 -0.25
C -2.828 -4.980 2.826 -0.005 -0.001 0.002 -0.74
C -3.715 -5.439 1.863 0.004 -0.001 0.001 -0.54
C -3.664 -4.944 0.566 0.003 0.001 -0.002 -0.91
C -2.731 -3.978 0.228 -0.013 0.004 0.002 -0.26
C -0.346 -2.337 -0.946 -0.060 0.004 -0.005 -0.83
C 0.748 -3.135 -1.360 0.002 0.060 -0.019 -0.59
C 1.073 -3.230 -2.709 -0.007 -0.003 -0.001 -0.62
C 0.306 -2.559 -3.662 0.012 -0.003 0.010 -0.65
C -0.740 -1.748 -3.262 -0.002 0.002 -0.004 -0.91
C -1.042 -1.603 -1.908 0.000 -0.006 -0.009 1.27
P -0.446 0.587 0.809 -0.009 0.003 0.077 0.63
C -1.350 1.869 -0.073 0.010 -0.011 0.001 0.72
C -2.285 2.660 0.598 0.002 0.017 -0.006 -0.63
C -3.046 3.575 -0.110 0.004 0.000 0.005 -0.84
C -2.871 3.716 -1.480 -0.006 0.002 0.009 -0.79
C -1.935 2.938 -2.150 0.007 -0.014 0.003 -1.01
C -1.177 2.012 -1.451 -0.004 0.002 -0.009 -0.01
C -0.091 1.248 2.454 0.001 0.020 -0.017 1.03
C 0.257 2.588 2.631 -0.003 -0.019 0.019 -0.25
C 0.599 3.053 3.892 -0.003 0.003 -0.007 -0.92
C 0.593 2.190 4.978 0.000 0.000 0.008 -0.65
C 0.246 0.857 4.807 -0.001 -0.006 -0.003 -0.82
C -0.090 0.384 3.548 0.003 -0.009 -0.002 -0.68
H -5.725 1.483 4.144 -0.002 -0.001 0.005 0.39
H -4.600 0.170 3.765 -0.006 -0.003 0.012 0.21
H -6.361 -0.081 3.621 0.001 -0.003 0.009 0.31
H -6.003 -0.222 0.011 -0.002 -0.002 0.001 0.47
H -5.638 -1.099 1.485 -0.007 -0.002 -0.003 0.50
H -3.619 0.336 -0.323 0.001 -0.005 0.003 0.04
H -3.870 -1.411 -0.246 -0.001 -0.004 -0.005 0.08
H -3.126 -1.427 2.123 0.003 0.000 0.004 0.79
H -2.940 0.317 2.092 0.004 -0.001 -0.006 0.14
H -1.179 -3.672 3.237 0.000 -0.001 0.002 0.39
H -2.863 -5.376 3.832 0.001 0.001 0.001 0.45
H -4.445 -6.195 2.121 0.000 0.000 0.000 0.43
H -4.350 -5.316 -0.183 0.000 0.000 0.001 0.46
H -2.694 -3.602 -0.787 0.001 0.003 -0.001 0.39
H 1.289 -3.726 -0.624 0.006 0.008 0.007 0.57
H 1.895 -3.861 -3.022 0.003 0.003 0.001 0.52
H 0.544 -2.660 -4.712 0.001 0.002 -0.001 0.49
H -1.320 -1.208 -3.999 -0.006 -0.004 0.001 0.53
H -1.844 -0.943 -1.596 -0.003 -0.006 0.005 0.34
H -2.432 2.562 1.666 0.007 -0.006 -0.004 0.45
H -3.780 4.175 0.412 -0.003 0.001 -0.006 0.49
H -3.463 4.438 -2.027 0.002 0.002 -0.001 0.45
H -1.789 3.060 -3.216 -0.002 0.000 0.000 0.54
H -0.440 1.411 -1.969 0.005 0.008 -0.006 0.42
H 0.238 3.276 1.796 0.000 0.008 0.006 0.42
H 0.857 4.095 4.028 0.000 0.000 0.001 0.47
H 0.851 2.558 5.962 0.000 0.002 0.000 0.43
H 0.231 0.186 5.656 0.000 0.001 0.001 0.49
H -0.365 -0.656 3.422 0.000 0.001 0.003 0.33
C 7.167 -0.216 -0.588 -0.002 -0.004 0.002 -1.24
C 6.267 -0.785 0.441 0.008 -0.007 0.004 0.89
N 6.610 -1.263 1.591 -0.013 -0.003 -0.005 -0.73
N 5.441 -1.657 2.181 0.009 0.002 0.000 0.22
C 4.371 -1.439 1.429 -0.003 0.005 0.005 0.26
S 2.728 -1.766 1.719 -0.009 0.133 -0.006 -0.38
N 4.887 -0.882 0.306 -0.001 0.028 0.013 0.21
N 4.049 -0.489 -0.736 0.000 -0.068 -0.034 -0.84
H 8.188 -0.270 -0.221 0.000 0.002 0.000 0.36
H 6.921 0.828 -0.789 0.000 0.002 0.001 0.32
H 7.101 -0.776 -1.522 0.001 -0.001 0.002 0.32
H 5.457 -2.067 3.103 0.003 0.000 0.001 0.17
H 4.145 0.511 -0.920 -0.026 0.002 -0.001 0.28
H 4.301 -0.976 -1.596 0.038 0.019 0.002 0.36
C 2.355 2.845 -0.404 -0.040 0.005 -0.029 -0.62
C 2.437 2.801 -1.904 -0.014 -0.018 -0.020 1.18
C 2.765 3.947 -2.617 0.005 -0.029 0.063 -1.26
C 2.785 3.940 -4.001 0.000 -0.018 -0.044 -0.94
C 2.477 2.775 -4.686 0.030 0.040 -0.008 -0.89
C 2.142 1.609 -4.012 0.005 -0.036 0.037 0.72
C 1.800 0.360 -4.772 -0.006 0.011 -0.013 -1.06
C 2.114 1.623 -2.607 0.198 -0.044 0.015 0.14
N 1.780 0.485 -1.880 -0.386 0.186 0.069 0.58
H 2.759 3.779 -0.018 0.004 -0.011 0.022 0.60
H 2.894 2.027 0.095 0.040 0.010 -0.005 -0.03
H 1.314 2.770 -0.078 0.004 0.005 -0.011 -0.17
H 3.003 4.856 -2.077 0.000 0.004 -0.006 0.47
H 3.043 4.839 -4.545 0.000 -0.003 -0.006 0.44
H 2.501 2.765 -5.769 0.001 0.007 0.000 0.48
H 2.195 0.404 -5.786 -0.014 0.002 -0.004 0.51
H 0.717 0.231 -4.842 -0.002 -0.009 0.010 0.16
H 2.199 -0.528 -4.280 0.014 -0.005 0.000 0.18
```
Forces are in eV/Å.

As for the total charge: +2. The calculation puts the largest force on an atom at 0.43 eV/A. The value obtained for the HOMO-LUMO gap is 6.4156 eV.